(1)
10
Properties=species:S:1:pos:R:3 method="wB97M-V/def2-TZVPD" spin_multiplicity=2 gap_ev="5.2 / 6.0" total_charge=0 homo_energy_ev="-7.55 / -8.45" s_squared=1.23
O 1.91 -1.41 -0.31
C 0.80 -1.13 -0.99
C -0.28 -0.46 -0.44
C -0.15 0.82 0.15
C -1.20 1.52 0.74
O -2.00 1.10 1.64
H -1.24 -1.01 -0.42
H -1.31 2.59 0.44
Zn 2.61 0.32 0.22
H 0.86 -2.35 -1.03

***

(2)
114
Properties=species:S:1:pos:R:3 method="wB97M-V/def2-TZVPD" gap_ev=8.1 total_charge=0 homo_energy_ev=-8.37
C -1.13 -3.39 -1.30
C -2.06 -2.29 -0.86
Cl -2.40 -1.09 -2.12
C -2.58 -2.14 0.33
Cl -2.19 -3.34 1.57
C -3.50 -0.99 0.79
C -4.79 -0.71 0.02
C -5.83 -1.82 0.12
O -5.84 -2.70 0.85
Br -7.34 -1.65 -1.16
O -3.80 -1.29 2.18
S -3.90 0.09 3.00
O -5.05 0.90 2.76
O -3.81 -0.21 4.38
O -2.61 0.77 2.33
C -2.53 0.26 0.95
C -2.81 1.52 0.09
C -1.88 2.70 0.55
C -0.39 2.30 0.64
S 0.30 2.30 2.35
C 1.16 0.75 2.54
S 1.86 0.06 1.23
N 1.30 0.09 3.79
C 0.09 -0.64 4.21
C -0.70 0.02 5.37
O 0.13 0.56 6.40
C 0.87 1.61 5.76
C 1.88 0.93 4.84
H -0.15 -3.00 -1.63
H -0.96 -4.14 -0.53
H -1.56 -3.91 -2.17
H -4.64 -0.50 -1.05
H -5.24 0.20 0.45
H -1.50 -0.12 0.91
H -3.84 1.86 0.23
H -2.61 1.38 -0.98
H -1.96 3.47 -0.23
H -2.25 3.18 1.47
H -0.16 1.35 0.13
H 0.19 3.06 0.10
H -0.60 -0.66 3.34
H 0.27 -1.70 4.44
H -1.34 0.84 4.99
H -1.33 -0.75 5.83
H 1.36 2.15 6.59
H 0.20 2.33 5.25
H 2.45 1.74 4.34
H 2.62 0.38 5.44
C 6.22 0.54 -0.81
C 6.36 0.92 -2.13
C 5.37 0.55 -3.04
N 4.30 -0.17 -2.70
C 4.18 -0.53 -1.42
C 5.11 -0.20 -0.44
H 6.96 0.81 -0.07
H 7.22 1.50 -2.46
H 5.44 0.83 -4.08
H 3.30 -1.11 -1.18
H 4.96 -0.52 0.58
C 1.39 1.54 -5.88
C 0.24 2.29 -6.08
C -0.17 3.14 -5.07
N 0.46 3.28 -3.91
C 1.57 2.55 -3.73
C 2.07 1.67 -4.68
H 1.75 0.87 -6.65
H -0.32 2.22 -7.01
H -1.07 3.75 -5.18
H 2.06 2.68 -2.77
H 2.97 1.10 -4.48
C 11.30 -0.76 0.96
C 10.88 0.43 1.54
C 10.27 1.37 0.73
N 10.07 1.21 -0.58
C 10.49 0.06 -1.12
C 11.11 -0.95 -0.39
H 11.78 -1.52 1.56
H 11.01 0.62 2.60
H 9.92 2.31 1.13
H 10.32 -0.05 -2.18
H 11.42 -1.86 -0.88
C -5.84 -0.08 -5.80
C -6.31 -0.49 -4.56
C -5.96 0.25 -3.45
N -5.19 1.34 -3.49
C -4.75 1.72 -4.69
C -5.04 1.05 -5.87
H -6.09 -0.63 -6.70
H -6.94 -1.37 -4.47
H -6.31 -0.04 -2.46
H -4.12 2.61 -4.70
H -4.66 1.41 -6.81
C -11.20 -0.39 0.82
C -12.53 -0.24 1.19
C -13.49 -0.99 0.53
N -13.21 -1.84 -0.46
C -11.93 -1.97 -0.80
C -10.90 -1.28 -0.20
H -10.42 0.17 1.31
H -12.81 0.44 1.98
H -14.54 -0.90 0.79
H -11.74 -2.68 -1.61
H -9.87 -1.43 -0.52
C 8.13 -2.92 3.49
C 7.70 -1.74 4.08
C 7.07 -0.80 3.27
N 6.87 -0.97 1.96
C 7.29 -2.11 1.42
C 7.92 -3.11 2.14
H 8.62 -3.68 4.09
H 7.84 -1.55 5.13
H 6.72 0.14 3.68
H 7.11 -2.21 0.36
H 8.25 -4.02 1.65

***

(3)
29
Properties=species:S:1:pos:R:3 method="wB97M-V/def2-TZVPD" spin_multiplicity=5 gap_ev="6.5 / 4.4" total_charge=0 homo_energy_ev="-8.81 / -8.66" s_squared=6.05 e_above_lowest_kj_mol=159.99
C 1.77 0.81 0.95
C 1.46 2.08 1.40
C 0.39 1.98 2.27
H 1.92 3.00 1.07
C 0.07 0.64 2.41
C 0.93 -0.08 1.59
H 0.82 -1.13 1.34
H 2.40 0.58 0.10
H -0.19 2.81 2.65
H -0.84 0.28 2.87
Pd -0.05 1.19 0.58
Br 0.73 0.90 -2.42
C 0.20 -3.13 -2.05
C 0.83 -3.78 -0.95
C 2.20 -3.32 -0.89
H 0.38 -4.50 -0.28
C 2.39 -2.40 -1.96
C 1.17 -2.31 -2.69
H 1.00 -1.70 -3.57
H -0.84 -3.21 -2.34
H 2.95 -3.65 -0.18
H 3.29 -1.83 -2.18
F -3.29 1.28 1.90
Te -3.35 2.34 0.22
F -4.61 3.42 1.13
F -4.88 1.27 -0.48
F -3.43 3.72 -1.18
F -2.01 3.46 1.22
O -1.40 1.28 -0.53

***

(4)
52
Properties=species:S:1:pos:R:3 method="wB97M-V/def2-TZVPD" spin_multiplicity=5 gap_ev="5.6 / 3.6" total_charge=+2 homo_energy_ev="-12.05 / -13.80" s_squared=6.07
Rh 0.79 1.03 -0.93
C 5.34 0.12 -3.24
C 4.03 0.37 -3.67
C 2.98 0.18 -2.81
C 3.21 -0.26 -1.48
C 4.54 -0.46 -1.05
C 5.58 -0.28 -1.93
N 2.12 -0.40 -0.67
C 2.08 -0.99 0.59
C 2.80 -2.11 0.99
C 2.71 -2.56 2.29
C 1.89 -1.90 3.21
C 1.14 -0.80 2.83
C 1.20 -0.35 1.52
N 0.48 0.69 0.98
N -0.25 1.53 1.67
C -0.72 2.56 0.93
C -1.50 3.58 1.50
C -1.87 4.65 0.73
C -1.47 4.72 -0.62
C -0.74 3.67 -1.14
N -0.38 2.61 -0.41
H 6.17 0.26 -3.93
H 3.86 0.69 -4.69
H 1.96 0.32 -3.16
H 4.73 -0.71 -0.01
H 6.60 -0.43 -1.59
H 3.41 -2.64 0.26
H 3.28 -3.42 2.60
H 1.84 -2.25 4.23
H 0.49 -0.28 3.53
H -1.75 3.51 2.55
H -2.45 5.45 1.15
H -1.72 5.57 -1.23
H -0.43 3.67 -2.18
C -2.99 0.24 -0.96
Te -1.25 -0.71 -1.82
C -1.45 -1.99 -0.08
C -2.89 -1.94 0.28
C -3.49 -2.94 1.03
C -4.83 -2.85 1.34
C -5.61 -1.74 0.88
C -5.03 -0.74 0.13
C -3.67 -0.81 -0.17
H -3.63 0.66 -1.73
H -2.65 1.05 -0.31
H -0.82 -1.59 0.72
H -1.13 -3.00 -0.30
H -2.91 -3.80 1.36
H -5.31 -3.62 1.92
H -6.66 -1.68 1.13
H -5.62 0.10 -0.23